The following is a DFT calculation (ωB97M-V/def2-TZVPD) of 8 unconnected molecules or ions with the total composition C25H72BF7N6O9S at a distorted geometry.

Atoms and positions in Å:
B1 -0.057 -0.195 0.703
F1 0.640 -1.275 0.061
F2 -0.775 0.410 -0.344
F3 -0.828 -0.694 1.697
F4 0.859 0.661 1.160
C1 4.033 5.096 5.693
C2 4.444 4.465 4.352
C3 3.205 3.649 3.764
O1 2.017 4.406 3.319
C4 1.018 3.519 2.867
N1 4.795 5.586 3.367
H1 4.285 6.436 3.560
H2 5.772 5.841 3.399
H3 4.588 5.127 2.491
H4 4.827 5.312 6.408
H5 3.607 4.334 6.346
H6 3.405 5.986 5.745
H7 5.253 3.735 4.373
H8 2.802 2.961 4.507
H9 3.671 2.935 3.085
H10 0.166 4.159 2.636
H11 0.774 2.901 3.732
H12 1.387 2.957 2.010
C5 2.242 1.039 -4.239
C6 1.514 0.295 -3.089
C7 2.075 -1.182 -2.996
O2 3.383 -1.198 -2.305
C8 4.540 -1.317 -3.100
N2 1.835 0.979 -1.676
H13 1.445 0.547 -0.850
H14 2.836 1.044 -1.558
H15 1.468 1.920 -1.658
H16 2.360 0.453 -5.150
H17 3.283 1.246 -3.990
H18 1.694 1.915 -4.585
H19 0.425 0.301 -3.147
H20 2.009 -1.702 -3.951
H21 1.513 -1.851 -2.345
H22 5.398 -1.203 -2.436
H23 4.573 -0.592 -3.913
H24 4.426 -2.259 -3.635
C9 -4.887 2.246 2.527
C10 -3.753 2.483 1.497
C11 -3.772 3.989 1.276
O3 -2.988 4.807 2.135
C12 -3.373 6.225 2.128
N3 -2.340 1.994 1.996
H25 -2.020 2.393 2.867
H26 -2.043 1.036 2.111
H27 -1.636 2.123 1.283
H28 -4.792 3.009 3.300
H29 -4.676 1.310 3.045
H30 -5.849 2.219 2.015
H31 -3.966 1.886 0.610
H32 -4.791 4.299 1.047
H33 -3.043 4.117 0.476
H34 -2.555 6.728 2.644
H35 -4.212 6.265 2.822
H36 -3.648 6.733 1.203
C13 -5.041 -1.170 -6.377
C14 -5.342 -0.398 -5.147
C15 -4.135 0.364 -4.538
O4 -4.479 0.621 -3.141
C16 -3.242 1.090 -2.430
N4 -6.535 0.609 -5.328
H37 -6.516 1.074 -4.432
H38 -6.259 1.177 -6.116
H39 -7.443 0.204 -5.507
H40 -4.078 -1.677 -6.328
H41 -4.938 -0.509 -7.238
H42 -5.769 -1.951 -6.595
H43 -5.739 -1.188 -4.510
H44 -3.926 1.310 -5.036
H45 -3.285 -0.311 -4.643
H46 -2.724 1.904 -2.937
H47 -2.422 0.377 -2.343
H48 -3.559 1.546 -1.493
C17 5.228 -0.972 0.450
C18 4.572 -2.382 0.377
C19 5.543 -3.543 0.839
O5 4.791 -4.748 0.477
C20 5.553 -5.964 0.521
N5 3.317 -2.382 1.267
H49 2.909 -3.305 1.245
H50 3.473 -2.223 2.252
H51 2.520 -1.800 1.053
H52 6.313 -0.910 0.536
H53 4.859 -0.532 1.376
H54 4.993 -0.223 -0.306
H55 4.286 -2.540 -0.663
H56 5.742 -3.616 1.908
H57 6.542 -3.472 0.410
H58 6.387 -5.763 -0.153
H59 4.992 -6.892 0.421
H60 6.031 -5.951 1.500
C21 -2.417 -2.896 -1.339
C22 -1.911 -3.978 -0.314
C23 -0.801 -4.891 -0.943
O6 0.363 -3.915 -1.163
C24 1.572 -4.637 -1.611
N6 -1.263 -3.273 0.868
H61 -1.781 -2.597 1.410
H62 -1.075 -4.002 1.541
H63 -0.388 -2.860 0.578
H64 -2.742 -3.433 -2.230
H65 -1.641 -2.193 -1.643
H66 -3.125 -2.210 -0.873
H67 -2.753 -4.546 0.082
H68 -1.079 -5.296 -1.916
H69 -0.497 -5.701 -0.280
H70 2.542 -4.140 -1.650
H71 1.187 -5.032 -2.551
H72 1.854 -5.403 -0.888
C25 -3.718 -1.261 4.255
F5 -3.489 -2.006 5.361
F6 -4.720 -0.445 4.560
F7 -2.596 -0.655 3.889
S1 -4.145 -2.536 2.826
O7 -3.161 -3.549 2.819
O8 -5.379 -3.245 3.000
O9 -4.018 -1.764 1.557

Forces on the atoms, in the same order (eV/Å):
B -0.1284 -1.0693 -1.7702
F 0.4641 -0.5655 0.1737
F -0.7497 0.3593 0.0809
F -1.0537 -0.0880 0.8915
F 1.4832 1.6093 1.0440
C 1.0636 -0.7681 1.6150
C -3.1427 0.7839 0.7935
C -0.4978 0.3471 0.3661
O 3.2105 0.1506 0.2511
C 0.1912 0.4326 0.4634
N 0.3228 -1.5203 0.6704
H -0.7464 0.1320 -0.2811
H 0.5742 -0.0724 0.0158
H -0.1646 0.7434 -1.0708
H 0.9041 0.4676 -0.6817
H -0.7872 -0.2242 -0.5449
H -0.2688 -0.2304 -0.8068
H 0.1560 0.4016 0.2483
H 0.4361 0.1638 0.7324
H -0.5259 0.2995 -1.2725
H -0.0481 -0.1722 -0.2568
H -0.3317 -0.6152 -0.1894
H -0.3392 -0.2207 -0.0326
C -0.3748 0.0114 0.2127
C 1.5421 -1.1857 0.7672
C 0.3008 0.2613 1.6854
O -1.7124 0.6602 -0.4296
C -0.6531 -0.2287 -1.0778
N -0.5319 -0.6401 -2.4544
H -0.1500 -0.7047 0.1756
H 0.9773 0.0595 0.2781
H -0.2259 1.1020 -0.0388
H -0.4526 -0.6082 0.1849
H -0.2001 0.4809 0.3074
H 0.2876 0.3037 0.4307
H 0.1405 -0.0463 -0.1737
H 0.7377 0.3871 -0.3690
H -0.6082 0.5546 0.1963
H 0.0438 -0.3216 -0.3093
H 0.1983 0.4703 0.2288
H 0.8895 -0.4363 0.2074
C 1.8648 -1.0649 0.4601
C -1.0027 -0.3862 2.3592
C 3.2665 0.2292 -2.5044
O -0.8650 0.4349 1.2753
C -0.1419 -0.9491 1.8458
N -0.1147 0.3641 -0.5264
H -0.1490 0.9549 0.2484
H -1.6822 -1.7801 0.3688
H 0.4149 1.4598 -0.7099
H -0.4779 0.2121 -0.1238
H -0.6232 -0.2120 -0.1468
H 0.1235 0.1020 0.2393
H 0.3047 0.3684 -0.0909
H 0.1185 0.1902 0.1832
H -1.1852 -0.0531 -1.8682
H 0.0428 0.0402 -0.3888
H -0.2713 0.3681 -0.1875
H 0.3447 -0.6561 -0.4090
C 0.3864 0.1898 -1.7355
C -0.3379 -0.4882 0.6355
C -1.7308 -0.6068 1.2773
O 2.6477 0.3670 -0.6223
C -0.9435 0.6158 -0.6531
N 1.9928 -1.2931 0.1525
H -0.4099 0.8637 0.2237
H -0.2530 0.7882 -0.0909
H -0.3082 -0.3954 -0.0229
H -0.0072 0.0379 0.3919
H -0.1130 -0.0436 -0.3089
H -0.1582 0.2357 -0.0139
H 0.1838 0.6640 0.9806
H 0.0496 0.0540 -0.2613
H 0.1466 0.0802 0.1889
H -0.5237 0.3457 -0.6536
H -0.6973 -0.7897 0.3629
H -0.0393 -0.6717 0.0334
C -0.2848 0.2085 1.1601
C 2.0523 0.8735 0.2336
C -2.2058 -0.9999 -0.3396
O -0.4039 0.9075 -0.1973
C 1.4317 1.6534 1.0753
N 0.1431 -1.1429 -0.2686
H 0.0513 -0.9331 -0.2290
H 0.8120 0.2885 0.4662
H -0.1860 1.0643 -1.0445
H 0.0740 -0.7418 -0.0161
H 0.1707 0.3168 0.1275
H -0.5702 -0.5135 -0.3321
H -0.4763 -0.4192 0.3862
H -0.2636 0.5031 0.3683
H -0.2065 0.0595 -0.7439
H -0.0789 -1.0056 -0.5433
H -0.1875 0.5399 -0.4843
H 0.0219 -0.5756 0.3217
C 0.7780 -0.3523 0.8550
C 0.4380 1.2817 -1.0906
C 1.1478 2.4660 0.1251
O 0.0180 -1.3727 0.7952
C -1.7884 -0.6587 0.4320
N 0.2141 -1.4922 -0.4205
H -1.2682 0.3974 -0.1312
H 0.1098 -0.2254 0.5584
H 0.4290 0.2102 -0.4520
H -0.4774 0.2658 0.1153
H 0.6207 -0.4223 -0.0218
H -0.6792 -0.6335 -0.0286
H 0.1079 -0.0283 -0.0303
H -0.2244 0.0275 0.0953
H 0.1158 0.0446 0.0741
H -0.6357 1.2838 -0.4753
H 1.1803 -0.4706 -0.2174
H -0.6080 -0.6132 -0.0499
C -1.2890 -3.6103 -0.0957
F 0.2838 0.7219 -0.6169
F 0.6346 0.5204 -0.5042
F 0.1117 1.0158 0.2867
S -2.2716 0.1600 -2.6627
O 4.5421 -1.3993 0.9932
O -1.4218 1.9149 0.9635
O -0.0439 0.8453 1.3936

Results
Kohn-Sham gap (alpha / beta), eV: 2.919 / 7.866
E_HOMO (alpha / beta), eV: -8.75 / -13.70
Charge: +3
Spin multiplicity: 2